No. 1
# C20H15F3FeN4OS

A structure of composition C20H15F3FeN4OS (ωB97M-V with the def2-TZVPD basis set, OMol25).

Output
Gap between HOMO and LUMO (alpha / beta) (eV): 7.43 / 6.18
ΔE to the lowest compared entry with this formula, charge and spin (kcal per mole): 0.0
Charge: +1
2S+1: 6
⟨S²⟩: 8.768

Cartesian coordinates (Å):
Fe (0.305, -0.237, -0.740)
C (-2.161, 3.077, 0.691)
C (-1.036, 2.195, 0.282)
N (-1.095, 0.916, 0.288)
N (-2.275, 0.287, 0.587)
C (-2.331, -0.810, -0.125)
O (-1.368, -1.138, -0.954)
C (-3.489, -1.709, -0.020)
C (-4.570, -1.372, 0.794)
C (-5.647, -2.233, 0.895)
C (-5.650, -3.429, 0.187)
C (-4.578, -3.763, -0.629)
C (-3.498, -2.903, -0.737)
C (0.192, 2.725, -0.367)
C (0.593, 4.048, -0.291)
C (1.678, 4.469, -1.048)
C (2.335, 3.556, -1.855)
C (1.902, 2.241, -1.848)
N (0.858, 1.833, -1.128)
H (-2.790, 2.561, 1.411)
H (-2.774, 3.308, -0.185)
H (-1.810, 4.016, 1.112)
H (-4.555, -0.439, 1.340)
H (-6.489, -1.972, 1.521)
H (-6.492, -4.103, 0.274)
H (-4.587, -4.690, -1.185)
H (-2.658, -3.150, -1.371)
H (0.063, 4.740, 0.345)
H (1.997, 5.501, -1.011)
H (3.166, 3.847, -2.481)
H (2.406, 1.489, -2.443)
F (3.280, -4.160, 0.097)
C (4.269, -3.360, 0.491)
F (5.284, -3.503, -0.377)
F (4.704, -3.793, 1.683)
C (3.867, -1.906, 0.571)
C (4.847, -1.000, 0.955)
C (4.561, 0.354, 1.023)
C (3.296, 0.767, 0.652)
N (2.353, -0.091, 0.273)
C (2.604, -1.412, 0.262)
S (1.132, -2.279, -0.146)
H (5.833, -1.365, 1.213)
H (5.304, 1.071, 1.339)
H (3.022, 1.816, 0.657)

=====

No. 2
# H4IO2

A cluster of 3 separate species, H4IO2 in total (ωB97M-V with the def2-TZVPD basis set, OMol25).

Output
Gap between HOMO and LUMO (eV): 6.82
ΔE to the lowest compared entry with this formula, charge and spin (kcal per mole): 12.9
Charge: -1

Cartesian coordinates (Å):
I (-1.676, -0.375, 0.446)
O (1.310, -5.124, 1.319)
H (0.581, -4.545, 1.096)
H (1.989, -4.538, 1.654)
O (-0.900, 4.987, -1.836)
H (-1.012, 4.136, -1.412)
H (-0.293, 5.460, -1.266)

=====

No. 3
# C12H38BF5N15O9PS

A cluster of 8 separate species, C12H38BF5N15O9PS in total (ωB97M-V with the def2-TZVPD basis set, OMol25).

Output
Gap between HOMO and LUMO (eV): 8.31
ΔE to the lowest compared entry with this formula, charge and spin (kcal per mole): 0.0
SMILES string: N=P(O)(O)B(CCCS)C(F)(F)C(F)(F)F.NC(N)=O.NC(N)=O.NC(N)=O.NC(N)=O.NC(N)=O.NC(N)=O.NC(N)=O

Cartesian coordinates (Å):
N (3.775, -3.914, 0.985)
P (3.338, -3.700, -0.489)
O (4.105, -4.575, -1.582)
O (1.844, -4.241, -0.778)
B (3.451, -1.827, -0.929)
C (2.160, -1.005, -1.120)
C (1.244, -1.443, -2.306)
C (1.999, -2.082, -3.470)
S (1.032, -2.018, -5.022)
C (4.881, -1.086, -0.806)
F (4.780, 0.242, -1.077)
F (5.318, -1.181, 0.486)
C (5.998, -1.644, -1.732)
F (5.446, -2.138, -2.842)
F (6.674, -2.608, -1.136)
F (6.852, -0.691, -2.098)
H (4.191, -3.101, 1.425)
H (3.677, -5.422, -1.766)
H (1.294, -4.068, -0.001)
H (1.574, -1.162, -0.200)
H (2.347, 0.067, -1.170)
H (0.455, -2.100, -1.954)
H (0.737, -0.550, -2.666)
H (2.203, -3.133, -3.275)
H (2.933, -1.563, -3.687)
H (0.654, -3.299, -5.076)
C (-2.812, -1.014, -0.869)
O (-1.644, -1.048, -1.244)
N (-3.593, -2.120, -0.749)
N (-3.442, 0.148, -0.533)
H (-4.554, -2.042, -0.457)
H (-3.185, -3.006, -0.974)
H (-2.916, 0.997, -0.600)
H (-4.390, 0.151, -0.193)
C (-7.026, -0.762, 1.117)
O (-6.039, -1.051, 0.437)
N (-7.348, -1.435, 2.249)
N (-7.861, 0.255, 0.795)
H (-8.069, -1.109, 2.870)
H (-6.740, -2.179, 2.534)
H (-7.621, 0.826, 0.007)
H (-8.636, 0.510, 1.384)
C (8.433, 3.011, -0.950)
O (8.944, 3.918, -0.312)
N (8.291, 3.046, -2.307)
N (7.953, 1.875, -0.358)
H (7.892, 2.301, -2.854)
H (8.638, 3.857, -2.782)
H (8.028, 1.805, 0.639)
H (7.527, 1.127, -0.872)
C (7.217, 2.648, -5.616)
O (7.610, 1.778, -4.855)
N (8.079, 3.458, -6.299)
N (5.890, 2.876, -5.840)
H (7.781, 4.176, -6.931)
H (9.060, 3.300, -6.162)
H (5.236, 2.291, -5.353)
H (5.547, 3.584, -6.460)
C (-9.399, 1.903, 3.712)
O (-9.107, 0.751, 3.396)
N (-8.476, 2.880, 3.855)
N (-10.690, 2.280, 3.940)
H (-8.717, 3.830, 4.100)
H (-7.515, 2.629, 3.714)
H (-11.401, 1.578, 3.864)
H (-10.938, 3.209, 4.225)
C (4.366, -6.587, 4.163)
O (5.387, -7.041, 3.678)
N (3.839, -7.087, 5.330)
N (3.665, -5.562, 3.602)
H (3.003, -6.734, 5.755)
H (4.332, -7.842, 5.768)
H (4.001, -5.153, 2.740)
H (2.826, -5.195, 4.007)
C (-9.193, 6.850, 3.724)
O (-8.950, 5.742, 4.185)
N (-8.257, 7.838, 3.702)
N (-10.410, 7.175, 3.204)
H (-8.429, 8.754, 3.335)
H (-7.354, 7.625, 4.083)
H (-11.121, 6.469, 3.210)
H (-10.624, 8.078, 2.825)

=====

No. 4
# C6H14BrN

A cluster of 2 separate species, C6H14BrN in total (ωB97M-V with the def2-TZVPD basis set, OMol25).

Output
Gap between HOMO and LUMO (alpha / beta) (eV): 9.42 / 6.70
ΔE to the lowest compared entry with this formula, charge and spin (kcal per mole): 71.4

Cartesian coordinates (Å):
C (0.809, -2.779, 0.005)
C (-1.515, -2.282, -0.413)
C (-0.520, 2.839, -0.617)
C (1.079, 1.935, 1.114)
C (-0.372, -2.022, 0.376)
C (-0.107, 1.614, 0.306)
N (-0.006, 0.594, -0.612)
Br (1.515, 0.429, -1.551)
H (0.752, -3.841, 0.437)
H (1.151, -2.904, -1.071)
H (1.716, -2.353, 0.531)
H (-1.321, -1.866, -1.420)
H (-2.435, -1.859, 0.115)
H (-1.610, -3.415, -0.568)
H (0.254, 3.004, -1.451)
H (-1.308, 2.630, -1.395)
H (-0.671, 3.853, -0.157)
H (1.611, 2.806, 0.459)
H (1.816, 1.259, 1.602)
H (0.708, 2.490, 2.019)
H (-0.578, -1.582, 1.360)
H (-0.971, 1.450, 0.932)

=====

No. 5
# C27H79N3O18

A cluster of 11 separate species, C27H79N3O18 in total (ωB97M-V with the def2-TZVPD basis set, OMol25).

Output
Gap between HOMO and LUMO (eV): 9.65
SMILES string: COC[C@H](C)N.COC[C@H](C)N.COC[C@H](C)N.OCCO.OCCO.OCCO.OCCO.OCCO.OCCO.OCCO.CO

Cartesian coordinates (Å):
C (-9.299, 29.645, 8.379)
C (-10.637, 29.875, 7.655)
O (-11.203, 28.612, 7.412)
O (-8.360, 28.843, 7.605)
H (-9.416, 29.231, 9.381)
H (-8.930, 30.657, 8.541)
H (-10.490, 30.359, 6.689)
H (-11.304, 30.494, 8.255)
H (-11.305, 28.419, 6.477)
H (-8.232, 27.933, 7.881)
C (-11.718, 24.712, 10.351)
C (-10.703, 25.173, 9.282)
O (-11.375, 25.464, 8.036)
O (-12.683, 25.673, 10.667)
H (-11.147, 24.376, 11.216)
H (-12.036, 23.759, 9.928)
H (-9.880, 24.467, 9.174)
H (-10.391, 26.166, 9.607)
H (-11.967, 26.188, 8.254)
H (-13.243, 25.389, 11.393)
C (-7.868, 27.101, -0.541)
C (-6.956, 26.913, 0.676)
O (-5.954, 27.926, 0.739)
O (-7.754, 28.419, -1.093)
H (-8.898, 27.017, -0.195)
H (-7.705, 26.345, -1.309)
H (-6.413, 25.972, 0.581)
H (-7.427, 27.132, 1.634)
H (-6.296, 28.637, 0.192)
H (-7.824, 28.267, -2.038)
C (-12.466, 31.286, 2.922)
C (-13.861, 30.618, 3.218)
O (-13.762, 29.833, 4.334)
O (-11.283, 30.503, 3.256)
H (-12.217, 32.036, 3.673)
H (-12.351, 31.588, 1.882)
H (-14.235, 29.990, 2.410)
H (-14.599, 31.383, 3.463)
H (-13.465, 28.990, 3.983)
H (-10.478, 30.945, 2.976)
C (-6.644, 22.995, 5.006)
C (-6.076, 23.422, 3.547)
O (-7.013, 24.307, 2.905)
O (-6.094, 21.756, 5.294)
H (-7.730, 22.901, 5.004)
H (-6.317, 23.548, 5.887)
H (-6.017, 22.643, 2.786)
H (-5.042, 23.744, 3.671)
H (-7.477, 23.697, 2.326)
H (-6.630, 21.129, 4.803)
C (-7.145, 30.053, 2.993)
C (-7.257, 29.372, 4.325)
O (-8.521, 29.506, 4.906)
O (-7.314, 31.501, 3.247)
H (-7.970, 29.812, 2.323)
H (-6.200, 29.829, 2.497)
H (-6.692, 29.818, 5.143)
H (-7.005, 28.318, 4.215)
H (-8.490, 29.361, 5.855)
H (-7.691, 31.455, 4.129)
C (-9.896, 25.141, 4.564)
C (-9.616, 26.656, 4.420)
O (-10.655, 27.465, 4.933)
O (-9.630, 24.863, 5.900)
H (-9.230, 24.747, 3.796)
H (-10.931, 24.978, 4.265)
H (-9.535, 26.818, 3.345)
H (-8.644, 26.921, 4.836)
H (-10.380, 28.312, 4.573)
H (-10.284, 25.130, 6.550)
C (-10.917, 24.491, 0.626)
O (-10.916, 24.435, 1.986)
H (-11.312, 23.574, 0.188)
H (-11.534, 25.364, 0.413)
H (-9.947, 24.751, 0.201)
H (-10.459, 23.628, 2.234)
C (-12.442, 21.146, 2.446)
C (-11.877, 21.376, 3.862)
C (-12.535, 20.517, 4.948)
O (-11.875, 20.735, 6.199)
C (-12.264, 21.862, 6.879)
N (-10.419, 21.139, 3.774)
H (-13.473, 21.499, 2.479)
H (-12.395, 20.145, 2.017)
H (-11.919, 21.872, 1.824)
H (-12.112, 22.385, 4.202)
H (-12.472, 19.451, 4.728)
H (-13.621, 20.593, 4.905)
H (-11.468, 22.502, 7.258)
H (-12.918, 21.611, 7.714)
H (-12.817, 22.527, 6.215)
H (-10.032, 21.411, 4.666)
H (-10.310, 20.141, 3.884)
C (-6.421, 24.434, 9.568)
C (-6.748, 25.951, 9.241)
C (-5.606, 27.018, 9.449)
O (-4.319, 26.389, 9.278)
C (-3.313, 27.333, 9.267)
N (-7.261, 26.117, 7.965)
H (-7.347, 23.860, 9.610)
H (-5.900, 24.415, 10.526)
H (-5.759, 24.236, 8.725)
H (-7.550, 26.222, 9.928)
H (-5.685, 27.383, 10.473)
H (-5.889, 27.877, 8.841)
H (-3.617, 28.096, 8.550)
H (-2.352, 26.913, 8.969)
H (-3.233, 27.855, 10.220)
H (-7.737, 25.252, 7.752)
H (-6.522, 26.121, 7.278)
C (-14.222, 25.247, 2.191)
C (-14.360, 26.366, 3.280)
C (-14.627, 25.830, 4.651)
O (-15.877, 25.192, 4.534)
C (-16.681, 25.222, 5.656)
N (-13.117, 27.160, 3.292)
H (-13.452, 24.542, 2.502)
H (-13.740, 25.700, 1.324)
H (-15.086, 24.704, 1.809)
H (-15.115, 27.090, 2.973)
H (-14.559, 26.658, 5.357)
H (-13.827, 25.149, 4.942)
H (-16.847, 26.172, 6.163)
H (-16.302, 24.532, 6.409)
H (-17.684, 24.889, 5.390)
H (-12.557, 26.612, 3.928)
H (-12.598, 27.063, 2.431)

=====

No. 6
# C7H15AgCl6O5P

A structure of composition C7H15AgCl6O5P (ωB97M-V with the def2-TZVPD basis set, OMol25).

Output
Gap between HOMO and LUMO (alpha / beta) (eV): 6.56 / 5.23
Charge: -1
2S+1: 3
⟨S²⟩: 2.026

Cartesian coordinates (Å):
Ag (-1.068, 1.059, 0.416)
P (-2.621, 2.867, 1.770)
O (-4.143, 3.090, 2.035)
O (-1.723, 4.105, 1.454)
O (-2.702, 2.535, 0.278)
O (-1.823, 1.665, 2.274)
C (0.802, 2.756, -1.739)
O (-0.155, 2.814, -0.745)
H (1.261, 3.703, -2.024)
H (1.655, 2.162, -1.411)
H (0.376, 2.315, -2.640)
Cl (0.759, -1.108, -1.418)
C (-0.112, -1.149, -2.951)
C (-1.581, -1.191, -2.703)
Cl (-2.141, 0.239, -1.858)
H (0.220, -2.060, -3.447)
H (0.227, -0.303, -3.549)
H (-1.807, -2.117, -2.175)
H (-2.099, -1.332, -3.652)
Cl (-1.866, -1.382, 1.168)
C (-1.768, -3.083, 1.638)
C (-0.390, -3.653, 1.316)
Cl (0.813, -2.810, 2.293)
H (-2.480, -3.708, 1.099)
H (-1.962, -3.260, 2.696)
H (-0.156, -3.743, 0.256)
H (-0.365, -4.714, 1.561)
Cl (0.974, 0.420, 1.572)
C (2.829, 0.223, 1.706)
C (3.603, 1.169, 0.778)
Cl (3.266, 2.864, 1.183)
H (3.104, -0.808, 1.484)
H (3.082, 0.331, 2.761)
H (3.311, 1.081, -0.268)
H (4.681, 1.022, 0.841)

=====

Asked for energy across the records above, the calculation gives -3026.7104; -450.6611; -3242.6522; -2865.5705; -2594.3752; -3901.3286 Eh in order.